DFT (the ωB97M-V functional and the def2-TZVPD basis) results for a 5-piece molecular cluster, CH10O6 overall in a non-equilibrium geometry.

```
17
CH10O6, DFT the ωB97M-V functional and the def2-TZVPD basis
O -0.7655 -2.4268 1.9923
C -1.5334 -1.7405 1.4010
O -1.4171 -1.3601 0.0801
H -2.3386 -1.2191 1.9697
H -1.5621 -0.3902 0.1316
H 1.0052 1.6388 -1.7121
H 0.7717 3.1011 -1.9253
O 0.5583 2.4162 -1.2865
H 1.8400 -0.6425 -1.0018
H 1.1548 -0.4975 -2.3490
O 1.3438 -0.0015 -1.5464
H 1.0611 -0.9345 1.2364
H 1.9855 -2.0514 1.2503
O 1.8743 -1.2102 0.7939
H -1.7036 2.1824 0.8505
H -0.8489 1.7580 -0.2905
O -1.4254 1.3775 0.4059
```

Calculated values
energy relative to the best compared isomer or geometry (same formula, charge and spin)	17.0	kcal per mole
LUMO level	0.619	eV
gap between HOMO and LUMO	11.302	eV

Atom charges from the natural (NBO) analysis, given in e for atoms 1 to 5: atom 1 (O): -0.57, atom 2 (C): 0.65, atom 3 (O): -0.72, atom 4 (H): 0.10, atom 5 (H): 0.52